Entry 1:
Computed, not measured: the molecule C2H5NS at a distorted geometry, with ωB97M-V/def2-TZVPD.

Output
**Total energy**: -14479.674 eV

Structure (ORCA input):
```
! RIJCOSX wB97M-V def2-TZVPD def2/J DEFGRID3
* xyz 0 1
C 0.924 -0.741 0.008
N 0.086 0.425 -0.161
C -1.244 0.693 0.068
S -2.339 -0.485 -0.048
H 1.863 -0.552 -0.551
H 0.386 -1.582 -0.364
H 1.296 -0.837 1.060
H 0.603 1.346 -0.126
H -1.576 1.734 0.114
*
```

Atomic partial charges in e from the Löwdin method, atoms 1 to 8: -0.108 -0.171 -0.749 0.593 0.089 0.050 0.096 0.142

Entry 2:
Computed, not measured: a cluster of 2 separate species, C3H4FO2S in total at a distorted geometry, with ωB97M-V/def2-TZVPD.

Output
**Total energy**: -20824.149 eV

Structure (ORCA input):
```
! RIJCOSX wB97M-V def2-TZVPD def2/J DEFGRID3
* xyz -1 1
C -1.725 -0.979 0.053
C -0.797 1.352 0.409
C -1.291 0.407 -0.351
O -0.919 -1.899 0.092
O -2.988 -1.060 0.136
F -1.562 0.413 -1.701
S 1.651 -1.023 -0.839
H -0.678 2.381 0.145
H 1.473 0.003 -1.644
H -0.695 0.980 1.469
H 0.406 -1.327 -0.409
*
```

Atomic partial charges in e from the Löwdin method, atoms 1 to 8: -0.700 0.039 -0.335 -0.059 -0.043 0.031 0.437 0.045

Energy above the lowest of the compared OMol25 structures with the same formula, charge and spin, record by record: 15.3; 17.7 kcal/mol
HOMO, record by record: -8.379; -4.803 eV